1.
A 3-piece molecular cluster, C5H17N2O3 overall in a non-equilibrium geometry. Source: the OMol25 dataset; level of theory: ωB97M-V/def2-TZVPD.

Geometry as XYZ:
```
27
Properties=species:S:1:pos:R:3:forces:R:3
O 0.12197 -0.19067 -3.44620 2.42 0.44 -1.17
C 1.01093 -0.43198 -2.65123 -1.86 -0.71 -1.01
C 0.39928 -0.78815 -1.33074 2.71 -1.49 2.38
C 1.32191 -0.10911 -0.25030 0.27 -0.73 -1.40
C 1.44276 -1.06478 0.90862 1.62 -1.24 0.65
C 0.26200 -1.44596 1.85359 -0.79 0.60 2.31
N -1.10407 -0.65018 1.82974 2.93 1.75 1.93
N -0.97443 -0.44646 -1.16942 -1.72 -0.91 -0.07
H 2.18274 -0.47376 -2.78557 -2.06 0.25 -0.22
H 0.51581 -1.96484 -1.10791 -0.24 2.43 -0.95
H 0.83702 0.79957 0.09409 0.27 0.42 -0.19
H 2.37337 0.15255 -0.76686 -2.27 -0.59 1.61
H 1.78997 -2.08476 0.56604 -0.15 1.15 0.04
H 2.28675 -0.71360 1.55587 -0.82 -0.22 -0.32
H 0.81166 -1.19257 2.87439 -2.11 -1.22 -1.60
H -0.21757 -2.46975 1.77088 1.72 0.83 0.10
H -1.77270 -0.97708 2.49416 -0.50 -1.27 0.33
H -1.01489 0.40154 2.20709 -0.11 -2.05 -2.12
H -1.52255 -0.85161 -1.94336 0.38 -0.19 0.56
H -1.44857 -0.67503 0.87987 -0.38 0.30 -0.92
H -1.20629 0.52353 -1.30065 0.80 0.60 -0.18
H -1.65773 2.85708 -1.30272 -2.88 1.04 0.66
H -0.31133 3.32829 -1.62286 0.90 0.95 -0.25
O -0.83988 2.55122 -1.57465 1.85 -1.84 -0.19
H -0.94071 1.74028 0.58278 -0.04 1.01 1.51
H -1.01135 2.39348 2.13703 0.85 1.47 -0.13
O -1.33412 1.78273 1.49834 -0.79 -0.79 -1.36
```
Positions in Å, forces in eV/Å.

Properties
spin multiplicity: 1
relative energy (zero: lowest compared OMol25 entry of this formula, charge and spin): 313.0 kJ/mol
net charge: +1
gap between HOMO and LUMO: 9.71 eV
molecular weight: 153.20 g mol⁻¹
LUMO level: -0.1125 hartree


2.
A 3-piece molecular cluster, C5H17NO2 overall in a non-equilibrium geometry. Source: the OMol25 dataset; level of theory: ωB97M-V/def2-TZVPD.

Geometry as XYZ:
```
25
Properties=species:S:1:pos:R:3:forces:R:3
C 1.95577 1.31698 0.75667 -0.46 0.26 -0.12
C 0.88651 0.22877 0.82386 0.46 0.29 0.14
C -0.50522 0.85086 1.06310 -0.25 -0.20 -0.32
C -1.59762 0.31422 0.11275 -0.27 0.01 0.88
C -1.88531 1.21702 -1.08844 -0.29 -0.29 -0.94
N 1.27417 -0.77035 1.81923 0.02 -0.26 -0.01
H 1.65237 2.01547 -0.02350 0.12 0.15 -0.03
H 2.96690 0.98228 0.52904 -0.11 -0.28 0.15
H 1.94783 1.87118 1.69701 0.19 0.05 0.07
H 0.88735 -0.28870 -0.13284 -0.10 -0.11 -0.25
H -0.49353 1.93587 0.96187 0.21 0.11 -0.04
H -0.77046 0.66800 2.10210 -0.09 -0.14 0.13
H -2.52603 0.18759 0.68263 0.09 0.21 -0.04
H -1.36813 -0.71890 -0.16962 0.18 0.17 -0.22
H -1.75925 0.67952 -2.03104 -0.03 -0.04 -0.01
H -1.29970 2.13196 -1.20799 0.23 -0.14 0.47
H -2.92687 1.53202 -1.12440 -0.08 0.06 0.19
H 1.28798 -0.34864 2.74223 0.03 -0.01 -0.01
H 0.60027 -1.52930 1.85883 -0.08 0.13 0.04
H 0.33028 -3.15770 0.28224 -0.04 -0.28 -0.05
H -0.72729 -4.29651 0.27747 0.20 -0.03 -0.01
O -0.61027 -3.34810 0.37295 -0.07 0.35 0.05
H 0.88454 -0.01218 -3.65025 0.00 0.00 0.05
H 0.10577 0.56714 -2.45721 0.15 0.03 -0.27
O 0.50110 0.80110 -3.30870 -0.02 -0.04 0.17
```
Positions in Å, forces in eV/Å.

Properties
SMILES string: CCC[C@@H](C)N.O.O
spin multiplicity: 1
relative energy (zero: lowest compared OMol25 entry of this formula, charge and spin): 64.9 kJ/mol
net charge: 0
gap between HOMO and LUMO: 9.88 eV
molecular weight: 123.20 g mol⁻¹
LUMO level: 0.0226 hartree


3.
A 3-piece molecular cluster, C5H17NO2 overall in a non-equilibrium geometry. Source: the OMol25 dataset; level of theory: ωB97M-V/def2-TZVPD.

Geometry as XYZ:
```
25
Properties=species:S:1:pos:R:3:forces:R:3
C -1.45957 -0.78391 1.01740 0.29 -0.65 0.27
C -2.27895 0.41125 0.50935 0.63 1.07 0.60
C -0.47779 -1.44201 0.01862 -0.95 -1.48 -1.67
N 0.72205 -0.63179 -0.25916 -3.07 1.88 -0.04
C 0.58348 0.26178 -1.42344 0.30 0.15 -1.49
C 0.69758 1.75370 -1.06341 -0.70 -0.70 1.36
H -2.11146 -1.54969 1.44130 -0.04 -0.39 -0.66
H -0.92363 -0.53832 1.93220 0.27 0.43 0.08
H -1.76538 1.28242 0.92675 -0.20 0.28 -0.26
H -2.40966 0.65202 -0.57129 0.08 -0.91 0.68
H -3.23599 0.40760 1.03396 -0.10 -0.09 -0.43
H -0.31572 -2.53961 0.10420 0.63 0.69 1.08
H -1.02218 -1.51645 -0.92940 0.19 0.29 -0.09
H 0.85633 -0.02304 0.55825 1.19 -0.46 0.16
H -0.38185 0.03716 -1.91276 0.19 0.01 0.54
H 1.24326 -0.03165 -2.26633 0.36 -0.04 0.53
H 0.14139 2.41215 -1.73049 -0.02 -0.37 -0.18
H 1.69220 2.13341 -0.95867 0.74 -0.03 -0.18
H 0.23836 1.82672 -0.05802 0.08 0.49 -0.49
H 2.97940 -3.21761 -1.05860 0.15 0.48 -0.47
H 2.36716 -1.82068 -1.11005 0.20 -0.07 0.00
O 2.96776 -2.39833 -1.59189 -0.25 -0.49 0.49
H 1.27776 2.22926 2.55118 0.08 -0.03 0.20
H 0.25288 1.07179 2.49054 0.13 -0.03 0.50
O 0.36255 2.01383 2.34977 -0.15 -0.02 -0.54
```
Positions in Å, forces in eV/Å.

Properties
spin multiplicity: 2
relative energy (zero: lowest compared OMol25 entry of this formula, charge and spin): 151.4 kJ/mol
net charge: +1
gap between HOMO and LUMO (spin up / spin down): 12.03 / 6.48 eV
molecular weight: 123.20 g mol⁻¹
LUMO level (spin up / spin down): -0.1116 / -0.3146 hartree


4.
A 5-piece molecular cluster, C5H17NO4 overall in a non-equilibrium geometry. Source: the OMol25 dataset; level of theory: ωB97M-V/def2-TZVPD.

Geometry as XYZ:
```
27
Properties=species:S:1:pos:R:3:forces:R:3
C -2.34262 0.17800 -1.05350 -0.86 -0.12 0.12
C -2.31752 0.45458 0.24831 1.62 0.38 1.17
N -1.21879 0.23611 1.05197 0.74 0.42 0.34
C -0.94364 1.00266 2.30925 -2.27 -2.16 -0.59
C 1.57169 1.13839 1.73410 -0.93 -0.73 0.48
C 0.53133 0.80950 2.51199 0.49 1.47 1.61
H -1.58126 -0.48962 -1.46553 -0.41 0.41 -0.04
H -3.18285 0.56174 -1.61389 -0.04 -0.56 -0.31
H -3.01820 0.95606 0.90255 -0.93 0.59 -1.04
H -0.67406 -0.62141 1.03061 -0.11 0.22 -0.50
H -1.59251 0.41334 3.01438 1.33 0.40 0.61
H -1.47324 1.96681 2.43763 0.96 0.12 -1.02
H 2.51618 0.61491 1.85814 0.14 0.74 0.42
H 1.45397 1.82304 0.92155 -0.17 -0.22 -0.85
H 0.74555 0.53115 3.54162 0.29 -1.10 -0.30
H 0.55421 -2.17148 -2.27445 -0.90 -0.14 -1.31
H -0.33205 -1.91322 -3.51946 0.16 0.32 -0.08
O -0.08291 -2.59985 -2.90574 0.62 -0.63 1.22
H 3.41683 1.40172 -1.57597 -1.14 0.59 0.00
H 2.13600 2.26038 -1.06881 1.04 -1.06 -1.28
O 2.53672 1.76148 -1.84115 0.38 0.74 1.19
H -0.07769 0.08295 -2.25881 0.10 0.23 0.09
H 1.44128 0.50314 -2.26865 -0.86 -0.93 0.36
O 0.81217 -0.26783 -2.15770 0.85 0.98 -0.25
H 0.17149 -2.92016 -0.01184 0.15 -1.09 0.15
H 0.61271 -3.13302 1.59133 -0.07 -0.81 -0.77
O 0.33723 -2.57936 0.86205 -0.17 1.94 0.59
```
Positions in Å, forces in eV/Å.

Properties
SMILES string: C=CCNC=C.O.O.O.O
spin multiplicity: 1
relative energy (zero: lowest compared OMol25 entry of this formula, charge and spin): 354.3 kJ/mol
net charge: 0
gap between HOMO and LUMO: 7.90 eV
molecular weight: 155.19 g mol⁻¹
LUMO level: 0.0146 hartree